No. 1
Molecular formula: C17H17NOS
Method: DFT, wB97M-V/def2-TZVPD

Properties
2S+1: 1
Gap between HOMO and LUMO (eV): 8.81
HOMO level (eV): -8.28
SMILES: C[C@@H](SCC(N)=O)c1ccc2c(c1)Cc1ccccc1-2

Geometry (Å):
C  -2.456  -2.230  -2.248
C  -2.330  -1.826  -0.760
S  -1.762  -3.256  0.274
C  -1.306  -2.512  1.895
C  -0.917  -3.545  2.946
N  -0.516  -4.793  2.618
O  -1.028  -3.316  4.142
C  -1.409  -0.619  -0.567
C  -1.978  0.623  -0.288
C  -1.174  1.776  -0.137
C  0.212  1.640  -0.346
C  0.795  0.425  -0.664
C  -0.031  -0.721  -0.774
C  2.275  0.595  -0.857
C  2.421  2.077  -0.626
C  3.569  2.902  -0.662
C  3.474  4.293  -0.365
C  2.226  4.844  -0.037
C  1.073  4.036  -0.014
C  1.217  2.672  -0.313
H  -3.395  -2.761  -2.389
H  -2.413  -1.359  -2.896
H  -1.630  -2.909  -2.520
H  -3.330  -1.510  -0.395
H  -2.181  -1.945  2.195
H  -0.468  -1.805  1.773
H  -0.592  -5.492  3.333
H  -0.646  -5.088  1.638
H  -3.035  0.757  -0.136
H  -1.640  2.749  0.102
H  0.468  -1.662  -0.982
H  2.575  0.315  -1.866
H  2.849  -0.032  -0.144
H  4.510  2.423  -0.935
H  4.323  4.948  -0.477
H  2.120  5.891  0.180
H  0.131  4.412  0.301

***

No. 2
Molecular formula: C27H58BrPdS2SbSi4
Method: DFT, wB97M-V/def2-TZVPD

Properties
2S+1: 1
Gap between HOMO and LUMO (eV): 3.79
HOMO level (eV): 0.14
Charge: -2

Geometry (Å):
Pd  -1.733  0.050  -0.425
S  -3.067  -1.628  -1.698
C  -4.219  -0.556  -2.472
C  -5.243  -1.175  -3.211
C  -6.230  -0.468  -3.877
C  -6.217  0.920  -3.826
C  -5.217  1.558  -3.110
C  -4.205  0.869  -2.420
S  -3.034  1.856  -1.569
H  -5.247  -2.259  -3.248
H  -7.004  -0.995  -4.429
H  -6.980  1.501  -4.337
H  -5.201  2.642  -3.069
C  2.299  -1.949  -4.230
C  2.610  -0.449  -4.116
C  3.897  -0.168  -4.904
C  1.435  0.291  -4.775
Si  2.759  0.066  -2.250
Br  0.647  0.092  -1.371
C  3.466  1.868  -2.046
C  2.830  2.812  -3.077
C  3.106  2.431  -0.663
C  4.991  1.925  -2.220
C  3.755  -1.237  -1.205
C  5.093  -1.628  -1.848
C  2.916  -2.508  -0.997
C  4.041  -0.664  0.191
H  2.107  -2.201  -5.279
H  1.410  -2.213  -3.654
H  3.134  -2.566  -3.893
H  3.788  -0.530  -5.933
H  4.759  -0.677  -4.462
H  4.122  0.898  -4.954
H  1.297  -0.077  -5.799
H  1.599  1.366  -4.830
H  0.506  0.121  -4.230
H  1.740  2.762  -3.037
H  3.156  2.585  -4.093
H  3.126  3.844  -2.859
H  2.024  2.464  -0.530
H  3.490  3.454  -0.570
H  3.525  1.843  0.151
H  5.302  1.538  -3.195
H  5.511  1.356  -1.447
H  5.334  2.964  -2.150
H  4.951  -2.141  -2.801
H  5.637  -2.313  -1.186
H  5.731  -0.757  -2.024
H  2.735  -3.043  -1.929
H  1.948  -2.276  -0.553
H  3.445  -3.189  -0.319
H  4.775  0.144  0.158
H  4.446  -1.451  0.838
H  3.127  -0.290  0.657
C  1.298  -1.766  2.940
Si  0.393  -0.209  3.564
C  1.443  1.301  3.066
C  0.483  -0.278  5.468
Sb  -1.665  -0.043  1.988
Si  -3.008  -2.009  3.013
C  -2.821  -2.297  4.894
C  -4.874  -1.936  2.668
C  -2.351  -3.567  2.150
Si  -2.901  1.895  3.185
C  -2.163  3.480  2.444
C  -2.695  2.019  5.081
C  -4.768  1.948  2.843
H  2.378  -1.748  3.114
H  1.129  -1.858  1.862
H  0.896  -2.666  3.414
H  2.507  1.202  3.301
H  1.073  2.206  3.558
H  1.344  1.450  1.988
H  1.520  -0.321  5.815
H  -0.039  -1.155  5.859
H  0.017  0.605  5.912
H  -3.100  -1.409  5.467
H  -1.788  -2.543  5.153
H  -3.458  -3.125  5.221
H  -5.369  -1.151  3.245
H  -5.356  -2.889  2.908
H  -5.041  -1.727  1.608
H  -1.299  -3.739  2.395
H  -2.415  -3.416  1.068
H  -2.916  -4.467  2.408
H  -1.103  3.577  2.696
H  -2.680  4.386  2.776
H  -2.238  3.419  1.354
H  -1.650  2.189  5.353
H  -3.020  1.103  5.581
H  -3.287  2.850  5.478
H  -4.946  1.834  1.771
H  -5.199  2.901  3.162
H  -5.302  1.145  3.358